Entry 1:
This record from OMol25 describes C8H23FeN6O6 as an isolated structure. The level of theory is ωB97M-V/def2-TZVPD.

Values from the calculation:
Molecular weight in u: 355.15
HOMO-LUMO gap (alpha / beta) in eV: 7.198 / 6.714

Geometry as ORCA input:
```
! wB97M-V def2-TZVPD RIJCOSX def2/J DEFGRID3
* xyz 0 6
Fe 0.447 0.330 -0.588
O 0.143 2.022 -2.065
O 2.579 0.224 -1.252
O -0.242 -0.953 -2.008
O 0.445 -1.269 0.847
O -1.694 0.499 -0.239
O 0.617 1.755 0.878
N -0.590 1.697 2.804
N -3.571 1.393 0.820
N -2.631 2.465 -0.694
N -0.371 -3.163 -1.906
N 0.529 3.454 2.189
N -0.510 -2.083 -3.845
C -0.288 -2.013 -2.564
C 0.570 -2.027 2.035
C 2.690 1.284 -2.186
C 0.253 2.240 1.899
C -2.515 1.427 0.032
C -0.244 -3.297 2.035
C 1.423 2.172 -2.733
C 2.112 -2.461 2.290
H 2.831 -1.645 2.363
H -3.121 3.223 -0.242
H -4.223 2.160 0.730
H -0.149 -3.007 -0.933
H -0.396 -2.947 -4.355
H 2.396 -3.280 1.629
H -1.316 -3.145 2.161
H 1.040 3.994 1.505
H 3.585 1.875 -1.987
H 0.088 -3.896 2.884
H -0.800 -1.206 -4.254
H 2.102 -2.768 3.336
H 3.192 0.913 -3.079
H 0.136 3.802 3.052
H -0.257 -3.948 -2.531
H -1.108 2.353 3.370
H -0.228 -3.934 1.151
H 0.332 -1.364 2.867
H 1.335 1.918 -3.789
H -3.631 0.730 1.579
H 1.601 3.246 -2.684
H -1.763 2.514 -1.208
H -0.799 0.715 2.685
*
```


Entry 2:
This record from OMol25 describes C8H23IN2O4V as an isolated structure. The level of theory is ωB97M-V/def2-TZVPD.

Values from the calculation:
Molecular weight in u: 389.13
HOMO-LUMO gap (alpha / beta) in eV: 8.819 / 8.895

Geometry as ORCA input:
```
! wB97M-V def2-TZVPD RIJCOSX def2/J DEFGRID3
* xyz 0 2
I 2.604 1.674 -1.380
V 1.220 -0.558 -0.406
O 0.085 -1.480 0.251
O -2.112 0.385 -0.560
O 2.278 -2.046 -1.385
O 0.363 0.959 1.236
N 2.525 -0.871 1.438
N -0.067 -0.576 -2.441
C -2.457 -0.233 -1.760
C -1.836 -0.531 -4.168
C -3.137 0.276 0.390
C -0.256 2.215 1.114
C -1.398 0.018 -2.813
C 2.480 -0.582 3.895
C 1.683 -0.500 2.607
C 1.168 0.923 2.389
H -1.251 1.095 -2.930
H 2.892 -1.806 1.614
H -2.092 -1.593 -4.133
H -0.987 -0.482 -4.853
H -3.403 0.183 -2.136
H 0.455 3.050 1.201
H -2.738 0.543 1.369
H 1.907 -0.345 4.795
H -2.656 0.067 -4.561
H -1.045 2.384 1.848
H 3.323 0.113 3.835
H 0.648 1.203 3.315
H -2.596 -1.319 -1.654
H 2.899 -1.563 4.134
H 3.067 -1.500 -1.509
H -0.178 -1.584 -2.584
H -0.625 2.398 0.106
H -3.572 -0.724 0.431
H 0.828 -1.174 2.581
H 2.004 1.632 2.323
H 0.533 -0.351 -3.238
H -3.937 1.010 0.213
H 3.382 -0.313 1.427
*
```